[1]
Molecular formula: C4H6NOPS
Method: DFT, ωB97M-V with the def2-TZVPD basis set

```
14
Properties=species:S:1:pos:R:3:forces:R:3
H -0.6280 2.3400 -0.3469 -0.5 1.3 0.8
O -0.0922 -3.6031 -0.2831 -0.3 0.2 0.5
N 0.0905 -0.9009 -0.0297 1.2 -1.4 4.7
H 0.3935 1.5227 -1.4793 -1.4 -0.3 0.5
H -1.3528 1.0107 -1.2455 -0.6 0.1 -0.8
H 1.7115 -3.9135 0.9735 -0.2 0.8 0.7
H 0.2979 1.9009 1.9073 -0.4 -1.5 -0.5
H -0.1330 -2.6739 -0.5245 -0.3 0.9 -1.4
P 0.3754 -3.4123 1.2646 0.7 -1.6 1.0
C 0.5710 -1.6087 1.4372 -1.5 2.2 -5.6
S 0.6268 -0.4333 2.6026 -0.2 0.1 -1.0
C -0.0881 0.3981 0.2225 1.3 -0.9 3.5
C 0.1780 0.8357 1.5517 0.3 0.7 0.0
C -0.4847 1.3918 -0.7593 2.0 -0.7 -2.4
```
Positions in Å, forces in eV/Å.

SMILES string = Cc1csc(PO)n1
total charge = 0
HOMO energy (spin up / spin down) = -8.21 / -8.21 eV
ΔE to the lowest compared entry with this formula, charge and spin = 41.7 kcal/mol

---

[2]
Molecular formula: C36H48N6O2STl
Method: DFT, ωB97M-V with the def2-TZVPD basis set

```
94
Properties=species:S:1:pos:R:3:forces:R:3
H 15.5580 14.9566 5.4081 -0.1 -0.7 0.1
H 22.9370 4.7888 9.5653 0.8 -0.1 0.0
C 13.0335 17.7696 13.3120 -0.9 -0.9 -0.8
H 16.7043 11.4344 15.6175 -0.1 -0.8 0.2
H 9.7948 16.4469 16.8097 -0.3 1.0 0.5
H 14.8110 12.8075 7.0820 -0.7 0.6 0.6
H 13.1947 14.2110 17.4339 0.6 0.4 -0.3
H 12.6166 17.6020 12.2402 0.7 0.3 1.7
H 7.1431 13.8247 17.3413 -1.1 -2.0 -0.1
C 9.6565 12.1187 13.6736 2.0 1.5 0.2
C 21.7713 4.3125 12.7170 -0.7 1.1 2.2
C 7.6932 14.6966 17.3636 1.4 2.4 0.3
C 11.6915 16.5678 15.0138 -1.5 0.5 -1.0
H 16.5068 9.8425 16.5084 0.2 0.3 -0.2
Tl 13.1523 11.8713 13.4621 -0.3 0.4 0.0
H 24.7294 8.2014 12.9285 1.0 0.5 -0.4
C 14.8649 15.7628 9.6755 -1.0 -1.1 -0.1
C 14.7115 12.6973 16.9899 -0.7 -0.3 0.0
H 6.9784 15.5015 17.1589 0.3 0.1 0.0
H 16.9462 15.6286 6.0752 -0.1 -0.4 0.7
C 24.2828 5.1558 13.8981 -1.3 -0.4 -1.4
N 22.5502 4.9237 11.6899 1.0 0.5 -1.7
H 22.2114 3.3104 10.3389 0.1 0.7 -0.1
C 23.2605 6.0458 11.9125 -0.1 -0.4 0.2
C 10.9180 14.2760 14.4786 0.6 0.1 0.8
C 15.5228 14.7492 7.5683 -0.1 -0.4 -1.5
C 15.0013 11.3525 16.8750 0.8 -0.2 0.5
C 9.7344 15.6426 16.1243 0.8 -0.6 0.9
H 11.5165 12.7040 17.8509 -1.6 0.2 0.4
H 23.6608 4.9361 14.7234 -0.8 -0.1 1.0
C 9.8402 13.3415 14.5546 -2.5 -1.3 -0.2
O 12.0005 14.0800 13.8500 0.4 -0.6 -0.8
C 14.8929 18.7940 12.0305 0.9 -0.2 1.1
H 24.5390 7.4599 14.5653 0.0 0.8 0.1
H 12.1101 10.2046 9.3613 -0.1 -0.1 0.1
H 21.3498 4.8250 10.0314 -2.7 0.6 -0.7
C 24.1033 7.6677 13.5920 -1.8 -1.2 0.3
H 7.8088 13.0120 15.3300 0.2 -0.3 0.3
S 23.4876 7.1772 10.6210 -0.1 -0.1 0.2
H 14.6940 18.7600 14.1157 0.5 0.0 0.5
C 14.7565 16.6806 10.7241 0.7 2.9 1.6
C 11.9503 10.7266 10.3084 -0.4 -0.2 0.8
H 22.0078 4.7633 13.7058 -0.6 0.2 -0.9
C 8.8352 14.6533 16.3405 -2.8 -0.7 0.2
C 16.2641 14.7725 6.2263 0.1 1.2 0.6
N 23.8193 6.2916 13.1063 -0.4 -0.1 -1.1
H 25.2134 5.3822 14.2741 2.3 0.4 0.6
H 12.8452 15.6615 13.6441 -0.6 0.7 0.8
N 15.0260 17.9600 10.8435 -0.1 -0.9 -1.6
C 12.4154 12.3004 17.5102 2.1 -0.6 0.1
C 14.6985 13.6406 7.8151 1.1 -0.7 -0.4
H 14.1207 9.3659 17.1679 0.0 1.1 -0.1
H 11.9679 10.2570 17.9043 0.4 0.1 -0.3
H 23.1177 8.1913 13.6339 0.9 -0.2 0.4
C 14.0058 13.4891 8.9910 -0.1 1.0 0.6
H 16.8485 13.8576 6.1110 -0.3 0.0 -0.3
H 15.8370 19.3550 12.0890 -0.2 -0.2 0.2
H 17.2426 11.2929 17.2115 -0.2 0.2 0.9
C 13.4615 13.1781 17.2723 -1.5 -0.1 0.1
H 10.5102 9.4968 12.5230 -0.1 -0.1 -0.1
H 24.2945 4.2786 13.2525 0.3 0.0 0.1
N 12.6000 12.0158 10.3110 1.5 0.7 -3.1
C 14.1315 14.5436 10.0443 0.4 -1.0 0.1
H 22.0297 3.3058 12.9302 0.0 -1.3 -0.6
H 16.0211 16.6766 8.2410 0.9 1.1 -0.5
H 9.9768 9.9793 10.0090 0.2 0.3 0.8
C 14.5408 18.0472 13.3237 -0.5 0.6 -1.0
H 15.1543 17.1743 13.4780 0.2 -0.3 0.2
H 12.5211 18.6400 13.7012 -0.2 0.2 0.0
H 20.6958 4.4629 12.5195 0.4 -0.4 0.0
C 22.2477 4.4142 10.2979 1.7 -0.7 1.8
C 10.0630 10.4284 12.1728 1.5 0.6 -1.1
H 12.4899 10.2060 11.1119 -0.1 -0.5 -0.3
H 15.3352 18.4853 10.0335 0.1 -0.1 -0.1
H 13.0921 11.7941 8.2177 -0.2 -0.8 0.2
C 10.4417 10.7230 10.7018 -0.1 -0.8 -0.9
H 14.1243 19.5269 11.8977 -0.5 0.5 -0.6
C 12.7419 10.9497 17.5454 -2.4 -0.2 0.0
C 13.1974 12.3255 9.1587 -1.7 -0.5 2.9
H 14.3990 16.3279 11.6735 -0.2 -0.8 -0.1
H 8.6229 11.7813 13.6219 -0.1 -0.1 0.0
C 15.5032 15.7973 8.4779 0.2 0.7 0.0
C 16.4471 10.9347 16.5800 -1.0 0.1 -1.4
O 13.7833 14.3974 11.2070 -0.5 -0.5 0.0
H 11.3566 17.5252 15.4106 0.5 0.1 0.2
H 8.0414 14.8133 18.4021 0.0 0.1 -0.4
C 8.7281 13.5782 15.4258 3.1 0.9 -1.4
H 15.4691 13.3917 16.9725 1.9 1.4 -0.4
C 13.9531 10.4729 17.1354 1.3 -1.6 0.2
H 9.9792 11.6568 10.3992 0.0 0.3 0.1
N 12.6244 16.5914 14.0934 1.3 -0.7 -1.1
N 10.5859 11.5344 12.9903 -1.7 0.1 1.0
H 8.9912 10.3872 12.2218 -0.6 -0.3 0.2
C 10.8073 15.5082 15.2332 0.0 -1.1 -0.4
```
Positions in Å, forces in eV/Å.

total charge = +3
HOMO energy (spin up / spin down) = -13.57 / -13.57 eV
ΔE to the lowest compared entry with this formula, charge and spin = 43.9 kcal/mol

---

[3]
Molecular formula: C23H27B2F4N8O3PdS
Method: DFT, ωB97M-V with the def2-TZVPD basis set

```
69
Properties=species:S:1:pos:R:3:forces:R:3
H -2.7993 0.2474 4.6513 0.0 0.0 0.0
H 1.2474 -6.8650 1.9463 0.0 0.0 0.0
H 2.2852 -6.7684 3.3777 0.0 0.0 0.0
C 2.4488 -1.6188 0.7499 0.0 0.0 0.0
C 0.4602 3.6175 -2.9514 0.0 0.0 0.0
C 1.6504 -4.1117 3.8855 0.0 0.0 0.0
H 3.4500 4.1750 -2.3484 0.0 0.0 0.0
H -0.4779 4.0799 0.7644 0.0 0.0 0.0
O -3.5288 4.0358 -1.0916 -0.3 -0.3 -0.2
H -0.2029 2.8027 4.2253 0.0 0.0 0.0
H -1.1021 3.0618 2.7088 0.0 0.0 0.0
N -1.1122 -2.3095 0.5322 -0.1 0.0 0.1
H -2.7132 -0.9872 -2.8341 0.0 0.0 0.0
H 2.8907 -6.2506 1.8015 0.0 0.0 0.0
B -0.0133 -1.8242 1.5010 0.1 -0.1 0.0
H -4.0942 -2.0582 -2.5274 0.0 0.0 0.0
H 3.4523 1.2413 -1.9441 0.0 0.0 0.0
F -0.0371 0.3773 -4.0200 0.0 0.0 -0.1
C -2.7402 -3.3626 -0.5143 0.0 0.0 0.0
Pd -0.9244 0.6530 -0.5642 -0.1 -0.1 -0.3
H -3.4244 -4.1217 -0.8553 0.0 0.0 0.0
C -0.2048 3.9592 -0.2754 0.0 0.0 0.0
N 0.8460 -4.2162 1.7869 0.0 0.0 0.0
N 1.0293 -0.1956 -0.1602 -0.1 -0.1 0.1
H -1.4493 -4.3236 1.0423 0.0 0.0 0.0
H -1.3869 2.5459 -3.1235 0.0 0.0 0.0
H -3.9378 -0.4975 -1.6828 0.0 0.0 0.0
S -2.7502 2.9162 -0.6016 0.4 0.2 0.3
N 1.1661 -1.2139 0.7213 0.0 0.1 0.0
C -0.7318 3.0999 -2.4641 0.0 -0.1 0.0
N -1.6567 -1.4217 -0.3293 -0.1 -0.1 -0.1
C -2.0049 0.0903 3.9404 0.0 0.0 0.0
C 2.0106 -6.2694 2.4475 0.0 0.0 0.0
C 0.9812 4.4731 -0.7723 0.0 0.0 0.0
H 2.7575 -2.4347 1.3816 0.0 0.0 0.0
H 0.7148 3.4279 -3.9873 0.0 0.0 0.0
N -0.6125 -0.8199 2.4981 -0.1 0.0 -0.1
C 2.3935 1.0718 -1.7430 0.0 0.0 0.0
C -1.0777 3.2867 -1.1280 0.0 0.2 0.0
C -1.0916 2.5232 3.6541 0.0 0.0 0.0
C 3.1636 -0.8503 -0.1399 0.0 0.0 0.0
C -1.7590 -3.4850 0.4449 0.0 0.0 0.0
N 0.5332 -3.0179 2.3303 0.0 0.1 0.0
H 2.1348 -4.3841 4.8089 0.0 0.0 0.0
H -2.0451 -2.0841 3.4084 0.0 0.0 0.0
C 2.2196 0.0310 -0.6939 0.0 0.0 -0.1
H 0.8758 -2.0285 4.1645 0.0 0.0 0.0
C 2.6336 4.8440 -2.6352 0.0 0.0 0.0
C -3.3947 -1.3595 -2.0670 0.0 0.0 0.0
H 1.9444 2.0058 -1.4101 0.0 0.0 0.0
H 2.8594 5.8330 -2.2302 0.0 0.0 0.0
C 1.3185 4.3239 -2.1180 0.0 0.0 0.0
C -2.6309 -2.0408 -0.9819 0.1 0.0 0.0
C 1.5089 -4.8853 2.7164 0.0 0.0 0.0
H 4.2118 -0.9199 -0.3768 0.0 0.0 0.0
O -2.7119 2.8069 0.8488 0.0 0.1 0.0
H 1.6613 4.9947 -0.1058 0.0 0.0 0.0
C 1.0158 -2.9271 3.5873 0.0 0.0 0.0
F 1.1885 -0.0804 -5.9168 0.0 0.0 0.0
H -1.9740 2.8303 4.2166 0.0 0.0 0.0
F -1.1093 0.0706 -6.0390 0.0 0.0 0.0
H 2.6273 4.9073 -3.7233 0.0 0.0 0.0
O -2.9975 1.6216 -1.2688 0.0 0.0 0.1
C -1.6420 -1.0866 3.3310 0.0 0.1 0.0
N -0.3017 0.4941 2.5257 0.1 0.0 0.1
B 0.0441 0.5749 -5.4134 0.1 0.0 0.0
C -1.1328 1.0533 3.3888 0.0 0.0 0.0
H 1.8919 0.7790 -2.6679 0.0 0.0 0.0
F 0.1564 1.9637 -5.6812 0.0 0.0 0.0
```
Positions in Å, forces in eV/Å.

total charge = -2
2S+1 = 2
HOMO energy (spin up / spin down) = -2.61 / -2.93 eV
ΔE to the lowest compared entry with this formula, charge and spin = 0.0 kcal/mol

---

[4]
Molecular formula: C3H8N2S2
Method: DFT, ωB97M-V with the def2-TZVPD basis set

```
15
Properties=species:S:1:pos:R:3:forces:R:3
H 2.1281 0.1349 -1.4899 0.5 1.1 -0.1
H 1.7315 -1.3332 -0.7889 -0.3 0.2 1.1
N 0.4565 0.3539 -0.2214 -1.7 -2.1 1.8
H 1.6547 1.4782 1.1787 -0.7 -0.5 0.1
H 0.2764 0.3406 1.8352 1.3 0.9 -0.3
C 1.2730 -0.3756 -1.1111 1.3 -1.9 -1.7
N -0.6537 -0.6418 0.0561 1.6 3.0 -1.0
C 1.1074 0.5145 1.0932 -0.3 -0.1 0.4
H 0.7460 -0.7643 -1.9641 -0.7 0.6 -0.5
H -3.1142 1.6367 -0.7158 -1.2 -0.1 -0.2
S -3.1769 -1.1651 0.2077 -0.8 -0.3 0.5
C -1.9016 -0.1817 0.1487 -0.4 1.9 -1.3
S -1.9778 1.6813 -0.0855 0.9 -1.4 0.5
H -0.3841 -1.3789 0.6490 0.3 -1.4 0.5
H 1.8346 -0.2992 1.2081 0.0 0.1 0.3
```
Positions in Å, forces in eV/Å.

SMILES string = CN(C)NC(=S)S
total charge = 0
HOMO energy = -8.48 eV
ΔE to the lowest compared entry with this formula, charge and spin = 58.2 kcal/mol

---

[5]
Molecular formula: C5H23NO7
Method: DFT, ωB97M-V with the def2-TZVPD basis set

```
36
Properties=species:S:1:pos:R:3:forces:R:3
C -1.7744 -1.1204 -0.6866 -0.6 -4.8 0.1
H -2.5495 -1.9474 -0.4739 0.8 1.5 0.2
O -0.3518 0.9721 -2.6050 -0.5 0.1 0.6
C 1.7609 1.8929 0.1642 0.2 1.8 1.9
C -1.2793 -0.2459 0.3545 0.4 0.9 1.7
H -2.6835 -1.7287 1.9805 0.9 2.1 4.0
H 1.6634 2.9531 0.3170 0.8 0.8 -0.4
H -0.5200 -1.2379 -4.0947 -0.7 -0.4 -0.4
H -0.4074 -0.5857 3.8086 -0.6 -0.8 -1.1
C -0.1004 0.5416 -0.2912 -0.9 -2.0 0.8
H 3.0656 -1.5672 -0.2820 -0.2 0.5 -1.0
H -2.0867 -0.6021 -1.5066 -1.5 1.6 -2.1
O 0.4797 -0.2302 3.8039 -0.1 -0.4 -0.7
H -2.4260 3.6868 1.0843 -4.0 5.3 6.9
H -0.8310 2.3721 -1.2399 -0.5 0.0 0.0
H 2.5619 1.5767 0.7958 0.6 -0.3 0.9
H 0.7458 -0.8386 -3.7358 2.1 2.4 1.7
H 1.5723 -3.3484 0.9277 0.5 -1.9 0.9
H 0.3706 0.2443 4.6034 0.8 1.3 1.5
H 2.2106 1.7098 -0.7935 -1.1 -0.5 -1.0
H -2.1277 0.3150 0.8244 0.8 0.5 -0.8
H -0.9059 -0.7358 1.2654 0.4 -0.2 -0.7
C -0.5427 1.3331 -1.4559 0.8 1.0 -1.7
O -2.0774 3.2170 0.4812 2.3 -2.2 -8.4
H -1.7221 2.4632 0.8301 1.7 -2.9 1.5
N 0.4645 1.4209 0.6533 1.2 0.4 -1.1
H 0.6287 -0.1712 -0.8118 -0.7 0.2 1.2
H -0.9677 -1.7013 -1.1360 0.3 -0.2 0.3
H 0.5305 1.1816 1.6281 -0.2 -0.8 0.0
H 3.6707 -0.8049 -1.7166 -0.5 -2.7 3.0
H 1.8388 -1.8295 1.3657 -1.3 -2.3 -1.7
O 3.6928 -1.6059 -1.0233 0.7 2.1 -2.3
H -2.7492 -1.4503 3.6505 -1.3 -1.3 1.3
O -2.3984 -1.1378 2.8526 0.2 -0.9 -4.9
O 0.3852 -1.5302 -4.2052 -1.4 -2.0 -1.3
O 1.4552 -2.4735 0.6491 0.7 4.3 1.1
```
Positions in Å, forces in eV/Å.

SMILES string = CC[C@@H](C=O)NC.O.O.O.O.O.O
total charge = 0
HOMO energy = -9.05 eV
ΔE to the lowest compared entry with this formula, charge and spin = 110.3 kcal/mol

---

The molecular weight results, record by record, are as follows: 147.14; 833.27; 699.63; 136.25; 209.24 g mol⁻¹.